(1)
ORCA calculation (ωB97M-V/def2-TZVPD) on a structure of composition C34H40F4IN3OPSTeTi.

The geometry in XYZ format:
```
87
Properties=species:S:1:pos:R:3:forces:R:3:lowdin_spin:R:1
Ti -1.785837 0.795469 -0.156887 0.426 -0.251 0.263 1.133
C -1.716140 -3.250721 -0.949363 0.022 -0.013 0.035 0.001
N -1.479816 -2.828576 -2.314046 0.029 0.068 -0.014 0.000
C -2.539687 -2.001493 -2.859263 0.003 -0.015 -0.011 0.002
C -0.150085 -2.300248 -2.542694 -0.045 -0.016 -0.036 0.001
C 0.361005 -1.057945 -1.762222 -0.014 0.061 -0.006 0.004
N -0.361725 0.219355 -1.679242 0.052 -0.177 -0.077 0.028
C -0.296255 1.127475 -2.688406 -0.022 0.095 -0.013 0.005
C -0.422478 2.515976 -2.364339 -0.009 0.022 0.013 0.160
F -3.027935 1.388317 -1.310914 -0.289 0.282 -0.356 -0.008
C -0.496352 3.465352 -3.358024 0.000 -0.008 0.008 0.025
F -0.587651 4.785425 -3.026892 0.027 0.001 0.022 0.002
C -0.416163 3.198426 -4.709829 0.018 -0.061 -0.024 0.017
C -0.189214 1.874369 -5.020405 0.000 0.012 0.000 -0.004
F -0.054159 1.518853 -6.313120 -0.003 0.004 0.001 -0.002
C -0.104041 0.881789 -4.068530 0.024 -0.056 -0.031 0.008
F 0.138765 -0.358884 -4.553737 -0.031 0.037 0.034 0.002
H -2.661366 -3.795791 -0.892949 -0.015 -0.005 -0.002 0.000
H -1.756272 -2.435479 -0.221722 0.004 0.013 -0.013 0.001
H -0.915159 -3.924088 -0.632698 -0.002 -0.008 -0.008 0.000
H -3.486771 -2.544642 -2.794239 -0.007 -0.010 0.000 0.000
H -2.335027 -1.800068 -3.913537 0.008 0.000 0.007 0.000
H -2.669893 -1.033993 -2.356662 0.026 -0.005 -0.004 0.002
H -0.046607 -2.154785 -3.611633 -0.010 0.012 -0.009 0.000
H 0.558986 -3.095906 -2.275138 0.002 0.004 0.015 0.000
H 1.380281 -0.877994 -2.139334 -0.006 -0.013 0.006 0.000
H 0.477770 -1.372155 -0.725093 0.008 0.005 0.027 0.001
H -0.487826 3.964322 -5.466476 -0.004 0.005 0.007 0.003
I -4.486021 -0.946219 0.259084 0.152 -0.069 0.054 0.006
C -4.059421 -0.717258 2.291204 -0.022 0.044 0.120 0.001
C -4.558704 -1.662350 3.140803 -0.036 -0.043 0.006 0.000
C -4.430487 -1.494653 4.534329 0.002 -0.002 -0.023 0.000
C -3.859602 -0.357715 5.020482 0.010 0.028 -0.049 0.000
C -3.343967 0.631389 4.145191 0.003 0.006 0.129 0.000
C -2.799232 1.825840 4.682924 -0.003 -0.007 -0.032 0.000
C -2.310007 2.774373 3.841104 -0.008 0.001 -0.025 0.001
C -2.265534 2.523909 2.448102 0.049 0.051 -0.021 0.007
C -2.727102 1.377687 1.836551 0.030 0.032 0.190 0.006
C -3.368932 0.449170 2.734984 -0.072 -0.036 -0.106 0.001
H -5.065395 -2.532719 2.746750 0.001 0.000 0.004 0.000
H -4.809970 -2.256761 5.203178 -0.004 -0.003 -0.006 0.000
H -3.786968 -0.186867 6.088944 -0.004 -0.004 0.000 0.000
H -2.797480 1.963299 5.758510 -0.001 0.001 -0.001 0.000
H -1.914490 3.706332 4.232238 0.001 -0.005 0.012 0.000
H -1.778752 3.286111 1.850145 -0.023 -0.017 -0.002 0.003
C 1.196675 3.438293 2.127769 0.020 -0.019 0.042 0.033
C 0.777262 2.339186 1.159078 -0.063 0.022 -0.037 0.177
P 0.035225 2.942919 -0.554808 0.014 0.057 0.004 0.306
C -0.861192 4.509064 -0.209537 -0.002 -0.007 0.066 0.017
C -2.348874 4.484497 -0.555516 -0.014 0.017 -0.003 0.010
C 1.709462 3.560921 -1.112074 -0.019 -0.179 -0.001 0.011
C 2.612640 2.478572 -1.703752 0.004 -0.004 0.000 0.003
H 1.824977 3.010980 2.914845 -0.013 0.003 0.006 0.012
H 0.333102 3.885361 2.619248 -0.039 0.004 0.007 0.001
H 1.768076 4.240639 1.658977 -0.006 -0.002 0.002 0.001
H 0.075244 1.659756 1.638446 0.055 0.051 -0.020 0.003
H 1.631074 1.737296 0.839554 -0.006 -0.029 0.004 0.002
H -0.355376 5.294280 -0.769311 0.006 0.026 -0.024 0.002
H -0.716976 4.741817 0.847119 0.002 -0.029 -0.013 -0.001
H -2.509165 4.229317 -1.601352 0.005 0.000 0.021 0.001
H -2.782435 5.470287 -0.373156 -0.014 -0.012 0.002 0.000
H -2.895570 3.755441 0.040696 0.000 -0.017 0.015 0.004
H 2.200470 4.022616 -0.254804 -0.013 0.025 -0.014 -0.001
H 1.529001 4.343385 -1.850470 -0.013 0.010 -0.005 -0.001
H 2.737344 1.626813 -1.030889 -0.003 0.014 0.003 0.000
H 3.605646 2.885900 -1.905766 0.000 -0.004 -0.009 0.001
H 2.209979 2.098480 -2.643400 -0.003 0.013 0.013 0.000
C 5.187014 -2.210703 0.676391 0.105 -0.085 0.026 0.000
Te 3.322564 -1.253082 1.112519 -0.063 0.083 0.023 0.001
C 2.471568 -3.067803 0.376526 -0.027 -0.101 -0.059 0.000
C 3.562071 -4.102301 0.468822 0.021 0.007 0.039 0.000
C 3.270603 -5.462004 0.406881 0.008 0.021 -0.013 0.000
C 4.285334 -6.403402 0.476093 -0.034 -0.024 -0.001 0.000
C 5.604408 -5.992361 0.606831 0.038 0.022 0.001 0.000
C 5.901675 -4.639550 0.670235 -0.010 -0.041 -0.006 0.000
C 4.887837 -3.689615 0.605014 -0.046 0.089 0.002 0.000
H 5.905224 -1.992894 1.465457 -0.003 0.007 -0.012 0.000
H 5.590839 -1.843257 -0.266867 -0.024 0.008 -0.009 0.000
H 2.166798 -2.918761 -0.658699 -0.017 0.011 0.017 0.000
H 1.592860 -3.339943 0.960736 0.024 0.031 0.001 0.000
H 2.238109 -5.776839 0.312368 0.004 -0.009 0.001 0.000
H 4.046765 -7.458773 0.436413 -0.005 0.002 -0.002 0.000
H 6.399404 -6.724958 0.667606 0.002 0.001 0.002 0.000
H 6.930265 -4.315350 0.780496 0.000 0.002 0.001 0.000
O -0.612460 -2.870417 2.178885 -0.087 -0.107 -0.026 0.010
S -0.289610 -1.440979 2.183004 0.269 0.022 0.285 0.008
N -0.806142 -0.538758 1.153264 -0.322 0.161 -0.418 -0.009
```
Positions in Å, forces in eV/Å.

## Properties
- 2S+1 = 3
- lowest unoccupied orbital energy (alpha / beta) (eV) = 1.97 / 1.97
- orbital gap (alpha / beta) (eV) = 5.82 / 6.61
- total charge = -1
- HOMO (alpha / beta) (eV) = -3.846 / -4.642
- calculated total energy (a.u.) = -4113.30528
- expectation value of S² = 2.008

(2)
ORCA calculation (ωB97M-V/def2-TZVPD) on a structure of composition C34H40GeN6O4S2Ti.

The geometry in XYZ format:
```
88
Properties=species:S:1:pos:R:3:forces:R:3:mulliken_charge:R:1
Ti -0.040720 0.064103 -0.435237 -0.232 0.435 0.138 -1.237
C -2.441154 1.156193 2.118249 -0.007 0.009 0.004 -0.627
C -1.240670 1.727312 1.695823 0.049 -0.085 -0.116 -0.631
C -0.027411 1.280420 2.217885 -0.009 -0.040 -0.090 -0.369
C -0.022363 0.283241 3.196935 0.010 0.023 0.012 -0.790
C -1.218276 -0.257043 3.638148 -0.007 0.003 0.005 -0.354
C -2.428549 0.173833 3.092150 0.007 -0.012 -0.001 -0.409
H -3.378389 1.518124 1.715549 -0.005 -0.004 -0.001 0.434
H -1.261882 2.555979 1.002983 -0.014 0.036 0.046 0.845
H 0.897134 1.775813 1.936585 0.004 0.007 0.030 0.575
H 0.911812 -0.020612 3.654571 -0.004 -0.006 -0.003 0.633
H -1.217968 -0.985905 4.440245 0.012 0.001 0.003 0.500
H -3.362481 -0.228007 3.467163 -0.012 0.006 -0.002 0.495
N 1.199292 -1.596321 0.879051 0.099 -0.060 0.019 -0.533
C 0.142583 -2.588481 1.192254 -0.028 0.009 0.095 1.000
C 0.564780 -4.027537 1.404715 0.045 -0.028 0.030 -1.455
C -0.629139 -4.975191 1.617493 -0.040 -0.017 -0.056 -0.304
C -1.742766 -4.482404 2.549934 -0.031 0.015 0.001 -1.377
N -2.619814 -3.445201 1.973301 0.007 -0.028 -0.033 0.014
C -3.491646 -3.623598 0.975483 -0.009 0.034 0.047 0.693
N -4.030589 -2.555441 0.385743 0.105 -0.052 0.144 -0.075
N -3.834326 -4.849267 0.596173 -0.013 -0.014 -0.015 -0.339
C -0.875131 -2.408599 0.078781 -0.107 0.079 0.038 0.794
O -1.170168 -3.219332 -0.754650 -0.002 0.001 -0.017 -0.797
O -1.380239 -1.157209 0.119909 0.284 -0.057 -0.323 0.898
H 1.886183 -2.014870 0.251264 -0.023 -0.045 -0.038 0.302
H 1.694192 -1.330816 1.723564 0.022 0.002 0.008 0.394
H -0.336130 -2.210218 2.097305 -0.002 0.016 -0.031 -0.613
H 1.229081 -4.062472 2.272778 -0.009 -0.018 -0.005 0.469
H 1.137206 -4.376073 0.542329 -0.002 0.004 -0.002 0.262
H -0.248421 -5.910242 2.030137 -0.018 0.003 0.033 0.537
H -1.065490 -5.221404 0.648913 0.028 -0.002 0.013 0.269
H -1.336111 -4.054998 3.466827 0.006 0.013 -0.003 0.442
H -2.358368 -5.323346 2.875781 0.004 -0.004 -0.002 0.504
H -2.542774 -2.500595 2.319539 0.006 0.001 0.000 0.029
H -3.503575 -1.689996 0.377547 -0.003 -0.026 -0.013 -0.215
H -4.653847 -2.664860 -0.400401 -0.014 -0.014 -0.027 0.241
H -3.563430 -5.658075 1.127453 0.002 0.001 0.000 0.206
H -4.406529 -4.995288 -0.217878 0.011 0.003 -0.011 0.230
O 1.674558 -3.336899 -1.947770 -0.017 0.031 0.080 -0.520
C 2.556952 -2.774323 -2.839362 0.094 0.008 -0.035 0.504
C 3.394676 -3.635517 -3.530951 -0.050 -0.014 0.014 -0.663
C 4.357570 -3.131017 -4.386488 0.018 0.030 -0.017 -0.442
C 4.502340 -1.757902 -4.563052 0.002 -0.051 0.001 -0.889
C 3.684919 -0.896892 -3.862405 -0.048 0.019 0.006 -0.836
C 2.703927 -1.390881 -2.995899 0.077 0.034 -0.039 0.157
C 1.924272 -0.443867 -2.200915 -0.116 -0.139 0.060 1.109
O 0.633274 -0.779448 -1.914592 0.032 0.103 0.228 -0.099
N 2.433446 0.637545 -1.742375 0.057 0.078 -0.101 -0.915
N 1.512016 1.404604 -0.991588 -0.007 -0.288 -0.028 0.840
C 1.778854 2.680563 -1.067150 -0.044 0.029 0.038 -0.035
S 0.818793 3.835268 -0.209307 0.004 0.005 -0.022 0.056
C 1.981252 5.209436 -0.457245 0.010 0.010 -0.014 -0.732
C 2.601962 5.027276 -1.826034 -0.016 -0.002 -0.029 -0.470
S 3.070230 3.283279 -2.028579 0.014 -0.006 0.033 0.083
H 0.817943 -2.895599 -2.005138 -0.056 -0.006 -0.046 0.039
H 3.271444 -4.699891 -3.384193 0.008 0.000 -0.007 0.501
H 4.998828 -3.815148 -4.925936 -0.001 0.001 0.001 0.414
H 5.251216 -1.369485 -5.238470 0.000 0.000 0.000 0.441
H 3.785285 0.175184 -3.971477 0.000 -0.001 0.003 0.441
H 2.724036 5.181989 0.337927 0.000 -0.003 -0.001 0.356
H 1.411987 6.135044 -0.391227 -0.002 -0.003 0.004 0.470
H 3.506685 5.624077 -1.931797 -0.002 -0.001 -0.004 0.471
H 1.903924 5.280209 -2.623565 0.001 0.002 0.006 0.181
Ge -1.750754 1.542980 -1.791551 0.049 -0.117 0.064 1.159
C -0.799892 2.283149 -3.319231 0.003 0.044 0.021 0.274
C -0.045500 1.491677 -4.185881 0.023 -0.025 -0.009 0.149
C 0.652215 2.061120 -5.241165 -0.006 0.006 0.010 -0.825
C 0.607110 3.434272 -5.443866 -0.008 -0.004 0.007 -0.592
C -0.144901 4.232787 -4.593548 -0.007 0.002 -0.004 -0.714
C -0.841348 3.661157 -3.535813 0.020 0.011 0.004 -0.309
C -3.123777 0.214587 -2.196185 -0.045 0.017 -0.004 0.009
C -4.399769 0.346201 -1.646419 0.003 -0.019 0.041 -0.273
C -5.379267 -0.611090 -1.886505 -0.017 0.021 -0.018 -0.685
C -5.088479 -1.718128 -2.674911 -0.024 0.045 -0.041 -0.807
C -3.817749 -1.864916 -3.218550 0.045 -0.003 0.002 -0.568
C -2.843505 -0.906279 -2.977941 -0.015 -0.034 0.020 0.142
H -2.401654 2.695356 -1.006242 -0.043 0.001 -0.030 -0.111
H 0.001175 0.416868 -4.050706 -0.016 0.013 -0.009 0.242
H 1.225206 1.431631 -5.909913 -0.002 0.002 -0.005 0.488
H 1.143140 3.877831 -6.272614 0.001 0.001 0.003 0.431
H -0.207764 5.300368 -4.765408 0.007 -0.007 0.002 0.501
H -1.432510 4.297865 -2.886938 -0.002 -0.008 0.005 0.403
H -4.647884 1.211925 -1.041835 0.001 0.016 -0.027 0.413
H -6.373720 -0.478777 -1.479081 -0.009 0.003 -0.004 0.408
H -5.859789 -2.446759 -2.891498 -0.018 -0.012 -0.015 0.482
H -3.587160 -2.720387 -3.840297 -0.008 0.001 -0.005 0.457
H -1.857118 -1.045559 -3.406411 -0.003 0.021 -0.016 0.222
```
Positions in Å, forces in eV/Å.

## Properties
- lowest unoccupied orbital energy (alpha / beta) (eV) = -6.10 / -6.09
- orbital gap (alpha / beta) (eV) = 6.99 / 6.99
- total charge = +2
- HOMO (alpha / beta) (eV) = -13.086 / -13.086
- calculated total energy (a.u.) = -5671.50605